The following is a quantum chemistry calculation of C4H9NO2 in the gas phase at a distorted geometry, from the Open Molecules 2025 dataset.

As for the LUMO energy: 0.85 eV. The relative energy (zero: lowest compared OMol25 entry of this formula, charge and spin) comes out at 25.12 kcal/mol. The structure (SMILES) is CC(C)OC(N)=O. As for the gap between HOMO and LUMO: 11.053 eV. The calculation puts the total energy at -9878.9711 eV.

Each line ends with the natural charge from an NBO analysis.
Cartesian coordinates (Å):
C (1.77722, 0.18556, 0.03551)  -0.636
C (0.37305, 0.75976, -0.21529)  0.071
C (-0.16852, 1.47024, 0.92688)  -0.640
O (-0.58152, -0.06682, -0.88436)  -0.514
C (-0.89961, -1.17227, -0.16990)  0.881
N (-1.64204, -1.99595, -0.99489)  -0.847
O (-0.44750, -1.46074, 0.90095)  -0.635
H (2.43330, 1.08455, 0.22566)  0.215
H (2.12419, -0.38700, -0.90748)  0.218
H (1.80374, -0.53808, 0.83780)  0.235
H (0.40746, 1.56834, -0.92709)  0.187
H (0.74292, 1.96284, 1.32129)  0.217
H (-0.60847, 0.64418, 1.58514)  0.237
H (-0.98619, 2.26796, 0.72000)  0.212
H (-2.20519, -1.51968, -1.80462)  0.401
H (-2.12285, -2.80289, -0.64960)  0.398